[1]
DFT (the ωB97M-V functional and the def2-TZVPD basis) results for one molecule with the formula C4H7NO in a non-equilibrium geometry.

The geometry in XYZ format:
```
13
Properties=species:S:1:pos:R:3:forces:R:3
N -1.5371 0.5093 -1.3160 -0.23 0.13 -0.07
H 2.3687 -0.2957 -0.2607 -0.56 0.16 -0.26
H 0.8746 0.7133 -0.6064 -0.57 1.65 0.71
H 0.9733 -1.4433 -0.6181 -0.10 -0.20 0.15
C 0.8514 -0.3043 1.3057 0.36 -0.28 0.27
H 0.1813 -1.0771 1.6753 -0.07 0.37 0.16
O -2.0274 -0.1538 0.8073 0.51 0.09 -0.33
C 0.2017 0.6156 0.3355 0.44 -0.76 -1.00
H 1.5579 0.0732 2.0338 -0.02 0.02 0.03
H -2.5186 0.4262 -1.5339 0.02 0.08 0.02
H -1.0486 1.2612 -1.7775 -0.05 -0.12 -0.03
C 1.3385 -0.6042 -0.0490 0.11 -0.94 0.46
C -1.2157 0.2798 0.0040 0.17 -0.22 -0.12
```
Forces are in eV/Å.

Properties
DFT total energy in eV: -7796.5358
SMILES string: NC(=O)C1CC1
ΔE to the lowest compared entry with this formula, charge and spin in kJ/mol: 299.9

=====

[2]
DFT (the ωB97M-V functional and the def2-TZVPD basis) results for C48H75BClMnN6P as an isolated structure in a non-equilibrium geometry.

The geometry in XYZ format:
```
133
Properties=species:S:1:pos:R:3:forces:R:3
C 4.4923 -0.4208 -1.2998 -0.35 0.12 0.24
H -0.4802 3.8706 2.3794 -0.15 -0.06 0.04
H -5.0244 2.0509 -1.1307 -0.03 0.07 -0.06
H 4.7922 2.4933 1.9611 -0.16 0.08 0.09
P -3.1638 -0.5782 -0.8125 -0.55 0.57 -0.37
H 2.7132 1.8781 1.5817 0.26 0.25 0.32
Cl 2.1704 -6.2240 3.6676 0.09 -0.15 0.19
C 3.3139 1.7647 4.1568 -0.04 -0.21 0.00
H 3.7994 2.0482 5.0893 0.00 0.04 0.10
H 4.0497 1.2541 3.5480 0.08 0.11 -0.11
C 1.2715 4.3663 1.2335 0.18 -0.03 0.25
H 0.6637 2.4279 4.7597 -0.07 0.11 -0.04
H 1.0326 -2.6184 -1.6542 -0.05 -0.52 -0.15
C 0.7810 -3.8961 0.0247 0.49 -0.52 0.97
Mn -0.0259 -0.7031 -0.6476 1.31 -0.64 0.58
H -1.2618 -1.4206 -2.6000 -0.09 0.05 -0.26
H -2.4926 3.2171 -2.5332 -0.09 0.10 0.03
H 6.5468 0.3811 2.3729 0.05 0.02 0.13
C -1.8554 -0.7049 -3.1874 0.04 -0.09 0.23
H -2.3980 -1.5903 3.9902 -0.09 0.09 -0.01
H -1.2527 -2.5971 4.8724 0.05 0.01 0.15
H 0.8493 4.5032 3.3510 0.05 0.01 0.19
C 0.1661 -5.1100 0.4052 0.22 0.56 -0.38
C -0.4903 2.6283 -3.1312 -0.08 -0.04 -0.11
H -2.6456 2.6566 0.9085 -0.09 0.12 0.12
C 3.2614 -0.8515 -1.7854 0.21 0.15 0.10
C 5.3002 2.3585 1.0153 0.03 -0.20 -0.08
H -6.0731 -1.3103 0.3717 -0.04 0.06 0.16
H -3.9641 1.2897 2.3412 0.00 0.12 0.04
H -2.4303 2.3023 -0.8058 0.07 0.05 -0.08
H -2.0960 -3.8230 1.3365 -0.09 -0.12 0.00
C -4.0132 -2.9778 -1.8113 0.07 0.09 0.07
H 3.7481 -3.5730 -3.6688 0.05 -0.05 -0.08
N 1.0667 2.0500 0.0971 0.06 0.39 0.48
H 2.0594 -3.4920 -3.2074 -0.06 -0.05 0.07
N 1.2284 0.2669 2.0143 0.26 0.36 0.26
C 4.2252 0.3212 -0.1642 0.47 -0.30 -0.59
H 6.3044 2.7640 1.1255 0.10 0.01 0.02
B 2.0058 1.1628 0.9868 -0.42 -0.51 -0.34
H 3.2155 4.9353 0.4711 0.08 0.01 -0.06
C 1.0018 3.4027 0.1178 -0.34 0.40 -0.45
H -0.5308 -3.5735 -1.5992 0.07 0.15 -0.19
C 3.0502 -3.1127 -2.9725 0.11 0.11 -0.10
C 2.7377 4.7537 1.4317 -0.20 -0.02 -0.03
H 1.6109 2.0397 6.1935 0.04 0.06 0.08
H 2.9868 2.6718 3.6624 0.04 0.16 -0.15
H 0.1470 3.0929 -5.1480 -0.02 0.00 -0.13
C 2.3320 -4.1990 1.8752 0.03 -0.33 0.21
H -3.5290 -2.7604 -2.7641 0.04 -0.05 0.00
C -3.8513 0.4292 1.6821 0.06 -0.13 -0.14
H -5.2487 -1.0410 -3.2071 -0.04 0.00 -0.01
H 0.2319 4.8251 -1.3525 -0.08 0.29 -0.04
H 1.4329 2.4522 -4.1163 0.14 -0.03 -0.03
H -1.6369 1.2932 0.4065 0.00 0.25 0.06
H 4.7865 2.9258 0.2441 -0.06 0.15 -0.01
C 0.1130 2.6505 -1.7626 -0.04 -0.15 0.23
C -0.0401 -1.4070 2.6392 0.15 0.11 0.06
C 1.6675 -5.3627 2.2471 -0.11 0.13 -0.24
H -1.3616 -2.3921 0.5942 -0.27 -0.34 0.09
H -1.4232 4.5686 -2.9150 0.00 0.14 0.01
H -2.9403 -0.0939 1.9626 0.08 -0.07 0.18
H -2.2147 0.4941 -6.3257 0.00 -0.07 -0.09
C 2.1385 0.8527 4.4642 0.20 0.44 0.12
C -3.4200 1.0333 -4.6437 -0.04 0.07 -0.09
H -2.5473 -3.3511 3.9579 -0.08 -0.09 0.00
C -2.8923 -0.0210 -2.5483 0.27 -0.07 0.44
H 0.7577 5.2873 0.9338 0.02 -0.16 -0.06
N 0.3282 -0.6660 1.5862 -0.35 -0.13 -1.43
H 5.4527 -0.6145 -1.7352 0.21 0.03 -0.06
H 4.0513 -1.3528 -3.6413 -0.21 0.07 0.14
C -0.9667 -2.5921 2.7018 -0.19 -0.09 -0.16
H -2.1144 3.5869 -4.2070 0.00 0.00 -0.11
C -3.6639 0.8602 -3.2941 0.05 0.02 -0.02
H -4.7052 -0.2219 1.8408 -0.06 -0.13 0.06
H 2.4218 -2.5817 0.4950 0.00 0.07 0.03
C -4.6566 -1.7193 -1.2159 0.29 -0.14 0.10
H 0.6144 -1.3579 4.7495 -0.10 -0.01 0.20
H -4.7331 -2.3741 0.8586 -0.01 -0.04 0.17
H 0.3180 0.9603 5.6656 -0.05 -0.04 0.01
H 3.3180 -3.4461 -1.9715 -0.04 -0.05 0.04
H 2.7931 5.6719 2.0137 0.04 0.05 0.11
C -1.8398 -2.5249 3.9624 0.25 -0.08 -0.07
C -1.7050 3.5579 -3.1996 0.06 -0.19 0.03
N 0.4877 1.5921 -1.0456 -0.47 -0.92 -0.17
C -3.7467 0.9119 0.2324 0.17 -0.22 -0.11
H -4.4721 1.4029 -2.8340 -0.08 0.02 0.00
H -6.1370 -0.2578 -1.8899 -0.05 0.15 0.00
H -0.7951 1.6098 -3.3800 0.04 0.08 0.04
C 1.9546 -0.9761 -3.8922 0.13 -0.04 0.15
H 2.5286 0.0472 5.1005 -0.06 0.04 -0.17
H -5.9043 0.9833 -0.0292 -0.09 -0.03 -0.02
H 0.8772 4.1133 -3.9042 0.06 0.10 -0.01
H 3.2887 3.9815 1.9521 0.12 -0.09 0.05
H -4.7804 -3.7329 -1.9882 -0.07 -0.04 -0.03
C -1.6163 -0.5359 -4.5401 0.08 -0.07 -0.18
H 3.1726 -3.8500 2.4555 0.09 0.00 0.09
H 1.0686 -0.9100 -3.2511 0.02 -0.06 -0.21
C -5.6797 -1.1864 -2.2192 0.20 0.03 0.03
H -0.6613 -5.4818 -0.1859 -0.08 0.00 -0.01
H -0.8240 -1.0825 -5.0275 0.13 -0.06 0.00
C -5.4110 -2.1114 0.0518 0.19 0.06 -0.01
H 6.2291 0.8030 -0.0653 -0.21 -0.04 0.01
C 0.5999 3.8634 2.5083 0.03 0.24 -0.19
H 0.1193 -6.7627 1.7599 -0.03 -0.07 0.07
C 1.1138 1.6164 5.3220 0.10 -0.16 0.01
C 5.7098 -0.0293 1.8104 0.06 0.08 -0.19
H -5.1759 2.4700 0.5626 -0.02 0.07 0.08
C -2.5487 1.8576 0.1763 0.06 -0.25 -0.11
H -2.7922 -2.2250 1.6256 -0.13 0.08 -0.01
H 0.9025 2.8434 2.7079 0.05 -0.10 0.17
C -1.8654 -2.7725 1.4870 0.39 0.24 -0.06
C 0.6395 -0.9476 3.7603 0.08 0.20 -0.44
C 0.5602 3.0996 -4.1415 -0.09 -0.23 0.07
C -2.4029 0.3370 -5.2738 0.09 0.00 0.04
C 1.4137 0.1238 3.3525 -0.23 -0.74 0.35
C -5.0398 1.6364 -0.1277 0.12 -0.13 -0.09
N 2.2998 -0.4147 -0.9708 -1.20 -0.62 -0.15
H 2.2029 0.0330 -4.2179 -0.08 0.11 0.02
H 5.9924 -1.0178 1.4523 -0.02 -0.08 0.02
C 0.2680 -3.0909 -1.0355 -0.63 2.47 -0.65
C 1.9086 -3.4933 0.7753 -0.39 0.01 -0.34
H -6.0222 -2.9864 -0.1660 -0.12 -0.07 0.00
C 0.6033 -5.8354 1.4912 0.21 -0.03 0.35
C 3.1215 -1.5732 -3.0992 -0.32 -0.11 0.00
C 0.4137 3.8135 -1.0582 0.16 -0.27 0.12
H -0.3151 -3.4697 2.7870 0.00 0.04 -0.06
H 4.8569 -0.1464 2.4733 -0.06 -0.04 0.06
H -6.4734 -1.9278 -2.3125 -0.09 -0.09 0.00
N 2.8804 0.3125 0.0135 0.39 0.12 0.43
C 5.3787 0.8834 0.6233 0.01 0.10 0.33
H -3.2731 -3.3908 -1.1269 0.09 -0.11 0.01
H -4.0399 1.7053 -5.2152 -0.08 0.16 -0.07
H 1.7270 -1.5713 -4.7744 -0.06 -0.09 -0.05
```
Forces are in eV/Å.

Properties
DFT total energy in eV: -113742.3736
Spin multiplicity: 2